Entry 1:
A cluster of 6 separate species, C18H32O18 in total, computed with wB97M-V/def2-TZVPD.

XYZ file:
```
68
Properties=species:S:1:pos:R:3:lowdin_charge:R:1
C -4.233 -7.662 2.634 -0.04
O -5.074 -8.392 1.739 0.01
C -6.365 -8.147 1.858 -0.58
O -6.916 -7.251 2.442 0.11
O -7.004 -9.147 1.128 -0.04
C -8.444 -9.177 0.702 0.01
H -4.716 -7.425 3.582 0.09
H -4.011 -6.720 2.133 0.07
H -3.324 -8.215 2.870 0.10
H -8.410 -9.631 -0.289 0.08
H -8.753 -8.142 0.561 0.09
H -9.114 -9.774 1.320 0.08
C -15.467 -8.702 -1.465 -0.02
O -16.685 -8.380 -2.140 0.05
C -17.418 -7.368 -1.872 -0.62
O -17.237 -6.590 -0.923 0.09
O -18.443 -7.433 -2.706 0.02
C -19.499 -6.542 -2.568 -0.07
H -15.487 -9.047 -0.431 0.10
H -14.811 -7.847 -1.304 0.07
H -14.743 -9.272 -2.047 0.09
H -20.329 -6.946 -1.988 0.10
H -19.876 -6.385 -3.578 0.09
H -19.263 -5.548 -2.187 0.10
C -10.397 -8.713 4.390 -0.04
O -11.016 -8.929 3.134 -0.02
C -12.350 -9.142 2.995 -0.53
O -12.989 -9.270 1.970 0.11
O -12.912 -9.309 4.229 -0.06
C -14.309 -9.283 4.434 -0.04
H -9.331 -8.619 4.183 0.09
H -10.473 -9.674 4.898 0.10
H -10.785 -7.924 5.035 0.10
H -14.574 -8.238 4.272 0.10
H -14.683 -9.423 5.449 0.10
H -14.705 -9.887 3.618 0.10
C -12.168 -9.793 -7.646 -0.05
O -11.038 -10.238 -6.911 -0.05
C -11.222 -10.867 -5.672 -0.53
O -12.259 -10.984 -5.022 0.09
O -10.033 -11.299 -5.258 0.00
C -9.850 -11.899 -3.966 -0.02
H -12.714 -8.948 -7.226 0.10
H -12.694 -10.747 -7.675 0.10
H -11.758 -9.618 -8.641 0.10
H -10.662 -12.573 -3.694 0.10
H -9.751 -11.090 -3.242 0.07
H -8.846 -12.290 -3.803 0.10
O -3.918 -5.956 0.040 0.12
C -4.759 -5.089 -0.131 -0.56
O -4.644 -3.818 0.030 0.11
C -5.791 -3.152 -0.488 -0.12
C -6.831 -4.209 -0.610 -0.12
O -6.010 -5.388 -0.617 0.06
H -6.036 -2.525 0.370 0.13
H -5.613 -2.495 -1.339 0.14
H -7.488 -4.112 -1.474 0.13
H -7.421 -4.039 0.291 0.13
O -8.372 -6.847 -2.240 0.09
C -9.582 -7.248 -2.211 -0.47
O -10.592 -6.726 -1.459 0.08
C -11.565 -7.693 -1.227 -0.17
C -11.371 -8.690 -2.278 -0.11
O -10.048 -8.365 -2.804 0.06
H -11.519 -8.105 -0.219 0.12
H -12.619 -7.419 -1.270 0.12
H -12.161 -8.505 -3.006 0.13
H -11.448 -9.742 -2.005 0.14
```

Output
Multiplicity = 1
ΔE to the lowest compared entry with this formula, charge and spin = 76.47 kcal per mole
Molecular weight = 536.4 g/mol
HOMO = -0.3799 Eh
SMILES = COC(=O)OC.COC(=O)OC.COC(=O)OC.COC(=O)OC.O=C1OCCO1.O=C1OCCO1

Entry 2:
A structure of composition C7H22N6O6V, computed with wB97M-V/def2-TZVPD.

XYZ file:
```
42
Properties=species:S:1:pos:R:3:mulliken_spin:R:1
O 17.220 15.270 19.652 -0.27
V 18.757 15.239 20.170 1.26
C 22.783 14.970 22.306 0.00
C 22.146 15.799 21.105 0.00
O 20.784 15.500 20.938 0.00
H 22.367 15.195 23.288 0.00
H 23.857 15.158 22.284 0.00
H 22.629 13.894 22.222 0.00
H 22.691 15.700 20.166 0.00
H 22.087 16.875 21.266 0.00
C 20.374 11.606 20.588 0.08
C 18.908 11.812 20.321 -0.01
O 18.402 13.078 20.648 0.87
H 20.624 11.997 21.574 0.00
H 20.988 12.073 19.817 0.00
H 20.552 10.532 20.540 0.00
H 18.493 10.998 20.915 0.00
H 18.710 11.550 19.282 0.04
C 19.374 18.232 18.805 0.00
O 18.834 17.267 19.280 0.00
N 19.019 18.898 17.783 0.00
N 20.526 18.640 19.250 0.00
H 18.195 18.668 17.247 0.00
H 19.742 19.542 17.495 0.00
H 20.963 19.485 18.911 0.00
H 21.100 18.101 19.883 0.00
C 20.481 14.330 17.370 0.00
O 19.601 14.721 18.170 0.00
N 21.778 14.659 17.573 0.00
N 20.136 13.665 16.275 0.00
H 22.219 14.591 16.667 0.00
H 21.966 15.252 18.369 0.00
H 20.894 13.408 15.658 0.00
H 19.167 13.419 16.134 0.00
C 18.091 17.231 22.435 0.00
O 18.114 16.106 22.003 0.00
N 19.116 17.987 22.452 0.00
N 17.023 17.934 22.791 0.00
H 19.043 18.891 22.896 0.00
H 19.975 17.631 22.057 0.00
H 16.933 18.877 23.141 0.00
H 16.204 17.342 22.794 0.00
```

Output
Multiplicity = 3
Molecular weight = 337.2 g/mol
HOMO (spin up / spin down) = -0.4155 / -0.4161 Eh
Charge = +1

Entry 3:
A cluster of 2 separate species, C7H13BrO2 in total, computed with wB97M-V/def2-TZVPD.

XYZ file:
```
23
Properties=species:S:1:pos:R:3:lowdin_charge:R:1
C 0.251 0.058 1.312 -0.55
C -1.250 0.207 -0.753 -0.16
C 1.980 -1.390 2.213 -0.09
C 2.378 -0.613 -0.158 -0.10
C -1.247 0.954 -2.983 -0.06
C -2.829 0.816 0.585 -0.14
C 1.264 -0.905 0.912 -0.62
O -0.602 0.379 -1.866 -0.08
O -2.358 0.903 -0.673 -0.07
Br 0.864 1.758 1.450 0.74
H 2.657 -0.685 2.706 0.07
H 1.114 -1.565 2.951 0.10
H 2.457 -2.331 1.941 0.07
H 3.115 -1.397 -0.237 0.05
H 2.973 0.324 0.158 0.07
H 1.802 -0.506 -1.130 0.08
H -0.932 2.047 -2.950 0.13
H -2.364 0.856 -2.972 0.10
H -0.966 0.395 -3.858 0.08
H -4.009 0.695 0.538 0.14
H -2.524 1.713 1.172 0.11
H -2.460 0.046 1.103 0.02
H 0.688 -1.760 0.541 0.12
```

Output
Multiplicity = 1
ΔE to the lowest compared entry with this formula, charge and spin = 39.68 kcal per mole
Molecular weight = 209.1 g/mol
HOMO = -0.2730 Eh

Entry 4:
A structure of composition C5H4ClO2, computed with wB97M-V/def2-TZVPD.

XYZ file:
```
12
Properties=species:S:1:pos:R:3:lowdin_charge:R:1
C -0.494 1.215 0.005 -0.13
C 0.277 0.099 -0.558 -0.18
C 2.159 -0.286 -0.144 -0.60
C -1.504 0.518 0.589 -0.17
C -0.848 -0.777 0.180 -0.69
O 2.804 -0.338 -1.175 -0.03
O 2.267 -0.412 1.080 -0.05
Cl -2.070 -1.781 -0.662 0.50
H -0.423 2.394 0.033 0.12
H 0.536 0.076 -1.562 0.06
H -2.356 0.622 1.147 0.05
H -0.346 -1.329 1.066 0.12
```

Output
Multiplicity = 1
ΔE to the lowest compared entry with this formula, charge and spin = 27.82 kcal per mole
Molecular weight = 131.5 g/mol
HOMO = -0.1213 Eh
Charge = -1

Entry 5:
A structure of composition C18H26BrF5InNO4P2, computed with wB97M-V/def2-TZVPD.

XYZ file:
```
58
Properties=species:S:1:pos:R:3:lowdin_charge:R:1
C 3.578 3.164 0.183 -0.27
P 1.674 3.390 0.038 0.48
P 2.082 3.263 -2.167 0.72
O 0.840 4.088 -2.892 -0.29
Br 3.870 4.444 -2.792 0.53
O -0.045 3.451 -0.072 -0.30
C -0.614 2.332 0.661 -0.25
C -0.685 2.899 2.137 -0.08
C -2.109 2.753 2.815 -0.24
O -2.127 2.590 4.008 0.08
C 0.341 1.083 0.361 -0.31
C 0.093 0.669 -1.148 -0.10
C 1.317 -0.027 -1.873 -0.19
C 0.985 -1.503 -2.422 -0.18
C 2.162 -2.473 -1.961 -0.20
C 1.777 -4.013 -1.998 -0.25
N 1.967 -4.589 -0.629 -0.02
C 0.287 -0.157 1.317 -0.33
F 0.411 0.152 2.661 0.11
F 1.373 -0.993 1.021 0.08
C -0.982 -1.061 1.180 -0.02
C -0.840 -2.361 0.483 0.05
C -2.004 -3.243 0.292 -0.17
C -3.424 -2.818 0.844 -0.12
C -3.520 -1.542 1.527 -0.02
C -4.862 -0.968 2.105 -0.49
F -5.614 -0.594 1.002 0.12
F -5.525 -1.856 2.885 0.16
F -4.677 0.169 2.832 0.14
C -2.311 -0.722 1.685 0.11
O 1.649 1.697 0.364 -0.26
H 4.137 4.134 0.193 0.06
H 3.958 2.436 -0.596 0.04
H 3.764 2.665 1.170 0.08
H 1.778 3.823 1.417 0.12
H 1.719 4.829 -0.218 0.10
H -0.017 3.660 -2.679 0.08
H -1.633 2.010 0.309 0.16
H 0.140 2.533 2.811 0.13
H -0.517 4.017 2.072 0.14
H -3.052 2.809 2.191 0.14
H -0.795 -0.011 -1.295 0.13
H -0.157 1.591 -1.752 0.09
H 2.237 -0.135 -1.249 0.10
H 1.618 0.583 -2.777 0.08
H 1.058 -1.469 -3.544 0.12
H -0.026 -1.866 -2.109 0.08
H 3.086 -2.310 -2.591 0.12
H 2.498 -2.256 -0.906 0.09
H 2.557 -4.519 -2.637 0.12
H 0.761 -4.230 -2.420 0.11
H 2.649 -5.343 -0.631 0.07
H 1.084 -4.883 -0.216 0.04
H 0.115 -2.725 0.042 0.10
H -1.866 -4.249 -0.296 -0.04
H -4.379 -3.455 0.694 0.02
H -2.431 0.235 2.239 0.12
In -3.352 -5.099 0.331 1.09
```

Output
Multiplicity = 1
Molecular weight = 672.1 g/mol
HOMO = -0.5114 Eh
Charge = +2

Entry 6:
A structure of composition C30H28InN8OP, computed with wB97M-V/def2-TZVPD.

XYZ file:
```
69
Properties=species:S:1:pos:R:3:lowdin_charge:R:1
In 0.950 -0.310 0.463 0.84
C -1.608 -0.059 4.279 -0.06
C -0.593 -0.457 3.418 -0.08
N -0.811 -0.576 2.114 0.05
C -2.020 -0.280 1.636 -0.17
C -3.009 0.178 2.506 -0.02
N -2.802 0.272 3.810 0.13
C -2.221 -0.433 0.180 -0.16
C -3.475 -0.402 -0.407 0.09
C -3.589 -0.518 -1.791 -0.10
C -2.413 -0.662 -2.527 0.09
C -1.193 -0.701 -1.871 -0.16
N -1.117 -0.602 -0.546 0.09
C 0.095 -0.851 -2.578 -0.15
C 0.193 -1.016 -3.962 -0.02
N 1.354 -1.184 -4.570 0.13
C 2.451 -1.170 -3.827 -0.06
C 2.383 -0.972 -2.456 -0.07
N 1.211 -0.824 -1.841 0.07
C -4.900 -0.495 -2.464 -0.18
C -5.063 0.156 -3.684 0.00
C -6.315 0.143 -4.284 -0.11
N -7.364 -0.472 -3.752 0.09
C -7.211 -1.092 -2.590 -0.11
C -6.005 -1.128 -1.903 0.00
H -1.461 0.003 5.350 0.13
H 0.409 -0.664 3.773 0.10
H -3.982 0.501 2.155 0.13
H -4.367 -0.283 0.191 0.13
H -2.472 -0.766 -3.600 0.12
H -0.680 -1.013 -4.601 0.13
H 3.395 -1.319 -4.335 0.13
H 3.275 -0.904 -1.854 0.08
H -4.249 0.699 -4.147 0.12
H -6.485 0.647 -5.228 0.12
H -8.091 -1.584 -2.191 0.12
H -5.928 -1.668 -0.967 0.12
O 0.250 1.574 0.601 -0.17
C 0.780 2.754 0.917 -0.31
C -0.109 3.749 1.351 0.00
C 0.328 5.019 1.652 -0.05
C 1.678 5.341 1.522 -0.07
C 2.563 4.375 1.113 -0.03
C 2.148 3.065 0.808 -0.09
C 3.138 2.071 0.430 -0.22
N 2.995 0.744 0.305 0.01
C 4.247 0.228 0.011 -0.17
C 5.146 1.235 -0.056 -0.03
N 4.437 2.378 0.199 0.14
H -1.155 3.482 1.430 0.12
H -0.378 5.764 1.996 0.12
H 2.030 6.337 1.750 0.12
H 3.608 4.650 1.035 0.11
H 4.431 -0.827 -0.098 0.09
H 6.200 1.232 -0.273 0.13
H 4.821 3.307 0.217 0.16
C 1.516 -3.362 2.903 -0.24
P 2.367 -2.225 1.760 0.81
C 3.074 -3.371 0.525 -0.23
C 3.761 -1.607 2.775 -0.22
H 2.232 -4.123 3.217 0.07
H 0.668 -3.839 2.415 0.06
H 1.169 -2.824 3.783 0.04
H 3.906 -3.919 0.965 0.07
H 3.425 -2.848 -0.364 0.02
H 2.302 -4.080 0.225 0.06
H 4.657 -2.194 2.576 0.07
H 3.494 -1.719 3.826 0.06
H 3.979 -0.560 2.582 0.03
```

Output
Multiplicity = 1
ΔE to the lowest compared entry with this formula, charge and spin = 16.83 kcal per mole
Molecular weight = 662.4 g/mol
HOMO = -0.4781 Eh
Charge = +2